# C31H46CrN4O3S3Si2

A molecular structure, C31H46CrN4O3S3Si2 (wB97M-V/def2-TZVPD, the OMol25 dataset).

```
90
Properties=species:S:1:pos:R:3:mulliken_spin:R:1
Cr -0.400 0.203 0.325 1.217
C 2.037 -0.099 3.111 -0.012
Si 1.234 -0.991 1.622 -0.132
C 2.759 -1.745 0.700 -0.022
C 0.324 -2.484 2.439 -0.016
C 1.004 -3.408 3.236 0.009
C 0.338 -4.436 3.889 0.000
C -1.043 -4.536 3.775 0.001
C -1.732 -3.618 2.994 0.005
C -1.069 -2.599 2.304 0.004
Si -2.022 -1.363 1.167 -0.089
C -3.448 -0.687 2.269 -0.009
C -2.990 -2.614 0.034 -0.012
H 2.679 -0.767 3.692 -0.001
H 1.273 0.308 3.776 0.002
H 2.643 0.742 2.762 0.002
H 2.763 -2.838 0.749 0.000
H 3.692 -1.389 1.142 -0.002
H 2.764 -1.442 -0.351 0.007
H 2.082 -3.318 3.352 0.000
H 0.889 -5.153 4.488 0.000
H -1.577 -5.323 4.297 0.000
H -2.815 -3.693 2.921 0.000
H -3.207 -0.820 3.325 0.000
H -4.394 -1.193 2.063 0.000
H -3.590 0.380 2.084 0.000
H -3.918 -2.914 0.526 0.000
H -2.416 -3.524 -0.156 0.002
H -3.257 -2.168 -0.927 0.003
C -1.934 -0.148 -5.386 0.000
N -2.199 -0.201 -3.961 0.000
C -1.784 0.771 -3.093 -0.003
N -0.864 1.627 -3.513 0.000
S -2.514 0.855 -1.577 0.002
H -2.362 -1.034 -5.849 0.000
H -0.857 -0.156 -5.571 0.000
H -2.359 0.744 -5.859 0.000
H -3.067 -0.619 -3.668 0.000
H -0.333 1.438 -4.350 0.000
H -0.320 2.120 -2.774 -0.001
O 0.050 -1.014 -1.358 0.006
S -0.463 -2.299 -1.932 0.001
C 0.652 -2.624 -3.374 -0.001
C 1.287 -4.011 -3.210 0.000
C 0.571 -4.715 -2.051 0.000
C 0.347 -3.648 -0.998 0.003
H 1.375 -1.810 -3.353 0.000
H 0.039 -2.542 -4.271 0.000
H 2.346 -3.902 -2.974 0.000
H 1.212 -4.591 -4.130 0.000
H 1.151 -5.555 -1.667 0.000
H -0.397 -5.099 -2.386 0.000
H 1.273 -3.224 -0.610 0.003
H -0.286 -3.956 -0.169 0.000
C 0.099 5.240 6.999 0.000
C -0.242 4.468 5.750 0.000
C -1.086 3.367 5.803 0.000
C -1.417 2.656 4.655 -0.002
C -2.300 1.441 4.728 0.001
C -0.901 3.067 3.428 0.003
C -0.007 4.137 3.357 0.005
C 0.615 4.527 2.047 -0.003
C 0.302 4.827 4.524 0.000
C -1.291 2.303 2.176 -0.012
O -2.337 2.541 1.592 0.011
O -0.451 1.363 1.868 0.029
H -0.606 5.012 7.798 0.000
H 0.078 6.315 6.813 0.000
H 1.103 4.983 7.349 0.000
H -1.503 3.055 6.756 0.000
H -2.595 1.230 5.756 0.000
H -1.774 0.568 4.335 0.000
H -3.193 1.578 4.117 0.000
H -0.135 4.943 1.371 0.000
H 1.038 3.655 1.549 0.002
H 1.405 5.264 2.193 0.000
H 0.990 5.666 4.475 0.000
C 3.629 2.408 -5.126 0.000
C 3.711 2.163 -3.644 0.000
C 4.939 2.046 -3.000 0.001
C 4.888 1.777 -1.640 -0.001
N 3.760 1.685 -0.960 0.001
C 2.612 1.896 -1.639 -0.005
S 1.141 2.022 -0.763 0.004
N 2.565 2.071 -2.983 0.001
H 4.478 3.004 -5.462 0.000
H 2.700 2.923 -5.363 0.000
H 3.646 1.457 -5.665 0.000
H 5.879 2.152 -3.525 0.000
H 5.805 1.643 -1.071 0.000
```

Results
maximum force: 0.02591 hartree/bohr
net charge: -1
Kohn-Sham gap (alpha / beta): 6.328 / 6.072 eV
2S+1: 2